(1)
DFT (ωB97M-V with the def2-TZVPD basis set) results for the molecule C8H10N2O2S.

Results
SMILES: CCOC(=O)NC(=S)c1ccc[nH]1
ΔE to the lowest compared entry with this formula, charge and spin (kcal per mole): 0.0

```
23
Properties=species:S:1:pos:R:3:forces:R:3:nbo_charge:R:1
C 3.149 1.383 -1.750 -0.32 -0.26 -0.08 -0.636
C 2.025 0.847 -2.625 0.16 0.52 -0.06 -0.071
O 1.412 -0.308 -2.045 -0.05 -0.33 0.11 -0.513
C 0.485 -0.082 -1.099 0.06 0.10 -0.08 0.901
O 0.113 1.001 -0.742 -0.02 0.25 0.02 -0.617
N 0.039 -1.307 -0.650 0.26 -0.25 -0.12 -0.629
C -0.989 -1.656 0.198 -0.06 -0.61 -0.28 0.123
S -1.593 -3.189 0.010 0.00 -0.21 -0.10 -0.180
C -1.494 -0.807 1.221 0.19 0.62 0.14 -0.024
C -1.080 0.400 1.786 -0.06 -0.24 -0.15 -0.178
C -1.954 0.692 2.830 -0.03 0.05 0.16 -0.318
C -2.882 -0.330 2.892 0.00 0.10 0.07 -0.001
N -2.594 -1.220 1.931 -0.18 -0.09 0.01 -0.466
H 3.632 2.216 -2.252 0.08 0.10 -0.04 0.219
H 2.748 1.729 -0.800 0.01 0.06 0.06 0.222
H 3.885 0.605 -1.563 0.10 -0.03 0.00 0.212
H 2.404 0.505 -3.590 -0.10 0.04 0.11 0.193
H 1.260 1.616 -2.774 0.11 -0.16 -0.06 0.200
H 0.383 -2.089 -1.200 -0.16 0.15 0.16 0.432
H -0.250 0.994 1.468 0.11 0.05 -0.08 0.245
H -1.916 1.551 3.470 -0.03 0.14 0.14 0.226
H -3.714 -0.462 3.556 -0.14 -0.07 0.07 0.216
H -3.069 -2.088 1.727 0.07 0.05 0.01 0.442
```
Forces are in eV/Å.

(2)
DFT (ωB97M-V with the def2-TZVPD basis set) results for a structure of composition C34H40F4IN3OPSTeTi.

Results
ΔE to the lowest compared entry with this formula, charge and spin (kcal per mole): 30.8
Net charge: -1
2S+1: 3

```
87
Properties=species:S:1:pos:R:3:forces:R:3:mulliken_spin:R:1
Ti 0.443 -0.153 0.410 0.65 -0.09 0.04 1.240
C -4.015 -0.071 -0.626 0.00 0.01 -0.01 -0.001
N -3.439 0.386 0.619 -0.03 -0.03 0.05 -0.007
C -3.996 1.653 1.030 -0.05 -0.02 0.03 0.003
C -3.442 -0.617 1.681 0.00 0.08 -0.01 0.005
C -2.030 -1.021 2.114 0.16 0.01 0.09 0.012
N -1.170 -1.402 0.996 -0.16 -0.39 -0.24 -0.041
C -1.541 -2.503 0.278 0.07 0.34 0.14 -0.049
C -1.217 -2.552 -1.094 -0.11 -0.12 -0.02 0.050
F -0.609 -1.475 -1.628 0.05 0.11 -0.06 0.026
C -1.542 -3.597 -1.922 0.01 -0.04 0.05 0.000
F -1.200 -3.527 -3.219 0.01 -0.01 -0.06 0.000
C -2.221 -4.709 -1.452 0.02 0.01 -0.03 0.001
C -2.558 -4.691 -0.116 0.03 0.08 0.08 0.000
F -3.204 -5.747 0.416 -0.03 -0.06 0.00 0.000
C -2.235 -3.642 0.726 -0.04 -0.12 -0.07 0.001
F -2.570 -3.782 2.027 -0.02 0.00 0.05 0.000
H -5.114 -0.185 -0.569 0.00 -0.02 0.00 0.000
H -3.588 -1.032 -0.909 0.03 -0.02 -0.01 0.002
H -3.786 0.641 -1.422 0.00 0.01 0.01 0.002
H -5.085 1.598 1.219 -0.01 -0.01 -0.01 0.000
H -3.824 2.403 0.255 0.00 -0.01 0.00 0.000
H -3.503 2.002 1.937 -0.04 -0.03 -0.02 0.001
H -4.008 -1.505 1.373 0.04 0.01 -0.08 -0.001
H -3.960 -0.217 2.561 -0.02 -0.07 0.02 0.002
H -2.108 -1.807 2.870 -0.01 0.07 0.05 0.003
H -1.568 -0.161 2.602 0.00 0.02 -0.05 -0.009
H -2.470 -5.541 -2.092 0.00 0.00 -0.01 0.000
I 2.454 -0.276 2.554 -0.06 -0.29 -0.20 0.003
C 1.224 0.958 3.686 -0.18 0.40 0.19 -0.019
C 1.461 1.027 5.029 -0.15 0.10 0.02 0.000
C 0.748 1.967 5.810 0.14 -0.14 -0.05 -0.002
C -0.116 2.824 5.202 -0.07 0.04 -0.05 0.003
C -0.355 2.763 3.805 -0.09 0.12 0.01 0.004
C -1.223 3.698 3.190 0.05 -0.02 0.05 0.010
C -1.438 3.633 1.847 0.08 0.02 -0.05 -0.002
C -0.861 2.595 1.081 -0.03 -0.05 -0.17 -0.062
C -0.021 1.628 1.591 -0.18 0.27 0.65 0.080
C 0.277 1.778 2.996 0.18 -0.12 -0.01 0.019
H 2.194 0.383 5.496 0.02 0.00 -0.02 0.000
H 0.921 2.017 6.878 0.01 -0.01 0.00 0.000
H -0.639 3.579 5.779 0.00 0.00 0.00 0.000
H -1.695 4.458 3.804 0.00 0.00 0.00 0.001
H -2.090 4.354 1.365 0.01 0.00 0.00 -0.001
H -1.143 2.536 0.032 -0.01 0.00 0.01 -0.045
C 1.058 -4.270 1.797 -0.03 -0.02 -0.01 0.012
C 2.410 -3.864 1.213 -0.01 -0.07 0.00 -0.006
P 2.188 -2.683 -0.195 -0.20 0.05 0.11 0.042
C 1.973 -3.861 -1.600 0.00 0.00 -0.05 0.036
C 3.140 -4.777 -1.951 0.04 -0.04 -0.03 0.000
C 3.894 -2.014 -0.490 0.02 -0.01 0.04 0.020
C 5.058 -2.692 0.226 0.07 -0.03 0.00 0.002
H 1.180 -4.909 2.675 0.01 -0.01 -0.01 0.000
H 0.461 -4.822 1.068 -0.01 0.01 -0.01 -0.001
H 0.479 -3.392 2.090 0.02 0.01 0.01 0.000
H 2.967 -4.749 0.894 0.04 0.02 0.04 0.001
H 3.013 -3.379 1.984 -0.03 0.05 -0.01 -0.005
H 1.708 -3.244 -2.463 -0.02 0.00 0.00 -0.002
H 1.081 -4.451 -1.365 -0.01 0.00 0.02 0.002
H 4.006 -4.208 -2.292 -0.01 0.01 0.01 0.000
H 2.863 -5.461 -2.756 0.00 0.01 -0.01 0.000
H 3.459 -5.389 -1.105 -0.03 0.01 0.01 0.001
H 3.856 -0.951 -0.240 0.01 0.00 0.00 -0.001
H 4.051 -2.036 -1.571 -0.03 0.02 -0.01 -0.007
H 5.014 -2.550 1.308 -0.03 0.01 0.00 0.000
H 6.007 -2.267 -0.111 -0.01 0.00 0.00 -0.001
H 5.091 -3.767 0.041 0.00 0.01 -0.02 0.000
C -1.832 3.494 -3.537 -0.07 0.13 0.08 0.012
Te -0.657 1.797 -2.943 -0.22 -0.18 -0.13 0.008
C 0.754 3.266 -2.328 0.06 0.03 0.00 0.009
C 0.396 4.525 -3.070 0.01 -0.01 0.01 0.000
C 1.299 5.580 -3.173 0.00 -0.01 0.01 0.000
C 0.975 6.727 -3.879 -0.02 0.01 -0.02 -0.001
C -0.266 6.832 -4.496 0.03 0.00 0.01 0.001
C -1.173 5.790 -4.392 -0.03 0.00 0.03 0.002
C -0.857 4.636 -3.679 0.01 -0.01 0.01 -0.006
H -2.573 3.710 -2.765 -0.02 0.04 -0.03 0.001
H -2.359 3.295 -4.469 0.02 0.00 -0.01 0.003
H 1.752 2.904 -2.570 0.00 0.02 0.00 0.000
H 0.688 3.379 -1.246 0.01 0.04 0.00 0.000
H 2.271 5.487 -2.703 0.00 0.00 0.00 0.000
H 1.693 7.534 -3.960 0.00 0.00 0.00 0.000
H -0.521 7.720 -5.061 0.00 0.00 0.00 0.000
H -2.142 5.866 -4.873 0.00 0.00 0.00 -0.001
O 3.131 0.847 -2.935 -0.06 -0.03 0.12 0.209
S 1.997 0.060 -2.347 0.20 0.18 0.34 0.452
N 1.608 0.476 -0.875 0.01 -0.29 -0.81 -0.010
```
Forces are in eV/Å.

(3)
DFT (ωB97M-V with the def2-TZVPD basis set) results for a structure of composition C33H33N5PRu.

Results
Net charge: +1
2S+1: 5

```
73
Properties=species:S:1:pos:R:3:forces:R:3:mulliken_spin:R:1
Ru -0.727 0.288 0.500 0.75 -0.33 0.05 2.040
C -1.201 -4.318 -2.646 -0.01 0.04 0.03 0.012
C -2.176 -3.380 -2.332 0.00 0.05 0.05 -0.008
C -2.014 -2.537 -1.240 -0.25 -0.01 -0.20 0.012
C -0.878 -2.631 -0.456 0.15 0.46 0.56 -0.021
C 0.099 -3.567 -0.766 0.16 -0.20 -0.13 0.037
C -0.063 -4.410 -1.858 0.01 0.04 0.06 -0.008
N -0.693 -1.695 0.620 -0.12 -0.31 -0.05 0.128
C -0.321 -2.152 1.878 -0.11 -0.12 -0.35 0.056
C -0.276 -3.507 2.276 -0.02 0.09 -0.13 0.049
C 0.100 -3.831 3.552 0.09 0.01 0.30 -0.015
C 0.456 -2.852 4.509 -0.04 -0.38 -0.09 0.042
C 0.397 -1.534 4.168 -0.06 0.20 -0.21 -0.013
C -0.001 -1.196 2.864 0.04 0.44 0.00 -0.048
N -0.142 0.111 2.410 -0.20 -0.61 0.02 -0.057
N 0.089 1.104 3.152 -0.01 0.88 -0.31 0.161
C -0.130 2.310 2.439 0.10 -0.47 0.31 0.025
C 0.121 3.506 3.085 0.04 0.23 0.12 0.013
C -0.081 4.687 2.396 0.06 0.06 0.14 0.014
C -0.527 4.650 1.081 -0.02 0.05 -0.07 0.013
C -0.758 3.426 0.495 -0.01 -0.20 0.10 0.033
N -0.565 2.272 1.156 -0.13 0.09 0.02 -0.044
H -1.328 -4.973 -3.498 0.00 0.00 0.01 0.001
H -3.070 -3.303 -2.937 0.01 0.00 0.00 0.000
H -2.770 -1.802 -0.990 0.04 -0.04 -0.01 0.020
H 0.994 -3.634 -0.157 -0.02 -0.01 -0.02 -0.001
H 0.705 -5.136 -2.093 -0.01 0.02 0.00 0.000
H -0.560 -4.281 1.579 -0.01 -0.01 0.01 0.004
H 0.113 -4.875 3.840 0.01 0.03 0.01 0.000
H 0.753 -3.147 5.505 -0.01 -0.03 -0.02 0.002
H 0.635 -0.747 4.871 0.00 0.02 -0.03 0.001
H 0.465 3.483 4.109 -0.01 0.01 -0.03 -0.001
H 0.108 5.634 2.883 -0.01 -0.01 -0.02 0.001
H -0.699 5.557 0.518 0.00 -0.02 0.01 0.000
H -1.114 3.328 -0.522 -0.01 0.00 -0.02 -0.001
C 2.036 -0.775 -1.675 0.13 -0.08 -0.01 -0.023
P 1.747 0.368 -0.297 -0.50 0.11 -0.25 0.132
C 2.043 1.988 -1.065 0.08 0.09 0.00 -0.002
C 3.129 0.097 0.830 -0.04 0.01 0.17 0.022
C 3.918 1.144 1.303 0.05 -0.03 0.03 0.025
C 4.940 0.896 2.211 -0.07 0.01 -0.04 -0.007
C 5.173 -0.394 2.661 -0.01 -0.04 0.01 0.014
C 4.379 -1.442 2.210 -0.03 0.06 -0.02 -0.009
C 3.357 -1.197 1.306 0.00 -0.04 0.06 0.018
H 2.095 -1.800 -1.315 0.00 0.00 0.02 -0.002
H 2.966 -0.525 -2.189 -0.01 -0.01 -0.01 0.004
H 1.197 -0.715 -2.363 0.03 0.01 0.01 0.012
H 3.028 2.036 -1.531 0.00 -0.01 0.00 -0.001
H 1.952 2.797 -0.340 -0.01 -0.02 0.01 0.000
H 1.277 2.135 -1.828 0.00 -0.01 0.01 0.003
H 3.752 2.157 0.959 0.01 0.00 -0.01 0.003
H 5.556 1.714 2.562 -0.01 -0.01 -0.01 -0.001
H 5.973 -0.586 3.364 -0.01 0.00 -0.01 0.001
H 4.553 -2.450 2.565 0.00 0.01 0.00 0.000
H 2.734 -2.021 0.972 0.01 0.02 -0.01 0.004
C -0.641 0.473 -3.952 0.01 0.00 0.00 0.058
C -1.915 1.136 -3.515 0.01 0.05 -0.13 0.186
C -2.745 1.758 -4.426 -0.01 -0.03 0.00 -0.095
C -3.938 2.351 -4.021 -0.03 0.02 -0.03 0.186
C -4.327 2.298 -2.690 0.03 -0.03 0.01 -0.106
C -3.538 1.684 -1.732 -0.12 0.08 0.03 0.180
C -4.056 1.547 -0.327 -0.10 0.04 -0.10 0.004
C -2.286 1.137 -2.139 0.44 -0.43 0.48 -0.050
N -1.437 0.599 -1.241 -0.43 0.28 -0.46 0.950
H -0.616 0.359 -5.035 -0.02 0.03 0.01 0.002
H -0.538 -0.517 -3.501 -0.08 0.02 -0.02 -0.003
H 0.235 1.059 -3.661 -0.01 -0.01 0.01 0.004
H -2.464 1.772 -5.472 -0.01 0.00 0.02 0.002
H -4.575 2.836 -4.748 0.02 -0.01 0.00 0.008
H -5.277 2.724 -2.389 0.02 0.01 -0.01 0.002
H -4.677 2.401 -0.056 -0.01 -0.03 -0.05 0.007
H -3.271 1.458 0.414 0.25 -0.01 0.13 0.021
H -4.675 0.650 -0.238 0.01 0.00 -0.01 0.001
```
Forces are in eV/Å.

(4)
DFT (ωB97M-V with the def2-TZVPD basis set) results for the molecule C3H9NO.

Results
SMILES: CCONC
ΔE to the lowest compared entry with this formula, charge and spin (kcal per mole): 55.6

```
14
Properties=species:S:1:pos:R:3:forces:R:3:nbo_charge:R:1
C -2.237 0.113 0.256 0.46 -0.10 -0.08 -0.625
C -0.958 -0.241 -0.484 -0.11 -0.04 -0.26 -0.055
O 0.058 -0.430 0.486 0.51 0.08 0.37 -0.430
N 1.322 -0.660 -0.145 -0.28 -0.39 -0.32 -0.339
C 2.209 0.462 0.095 -0.29 0.09 0.23 -0.430
H -2.501 -0.688 0.941 -0.10 -0.07 0.07 0.211
H -2.094 1.025 0.830 -0.05 0.10 0.05 0.210
H -3.046 0.259 -0.454 -0.10 0.01 -0.05 0.212
H -0.670 0.567 -1.170 -0.01 -0.10 0.03 0.163
H -1.086 -1.161 -1.069 0.05 0.13 0.03 0.166
H 1.690 -1.496 0.308 -0.22 0.23 0.00 0.342
H 1.783 1.344 -0.381 0.10 0.03 -0.01 0.196
H 2.365 0.675 1.159 -0.01 0.02 -0.02 0.176
H 3.165 0.232 -0.372 0.05 0.01 -0.04 0.203
```
Forces are in eV/Å.

(5)
DFT (ωB97M-V with the def2-TZVPD basis set) results for the molecule C4H5NO at a distorted geometry.

Results
SMILES: N#CCCC=O
ΔE to the lowest compared entry with this formula, charge and spin (kcal per mole): 15.5

```
11
Properties=species:S:1:pos:R:3:forces:R:3:nbo_charge:R:1
N -2.216 0.744 -1.926 0.65 -0.58 0.71 -0.324
C -1.552 0.131 -1.205 -0.56 0.52 -0.62 0.286
C -0.707 -0.629 -0.280 -0.03 -0.09 -0.01 -0.529
C 0.079 0.271 0.688 0.01 0.00 -0.02 -0.508
C 1.577 0.162 0.500 0.14 -0.19 -0.22 0.446
O 2.113 -0.549 -0.315 -0.23 0.32 0.38 -0.515
H -1.346 -1.331 0.263 0.08 0.11 -0.08 0.254
H 0.006 -1.220 -0.866 -0.12 0.08 0.06 0.281
H -0.193 1.329 0.579 0.06 -0.14 0.02 0.250
H -0.139 0.020 1.734 0.05 0.03 -0.13 0.241
H 2.179 0.792 1.186 -0.04 -0.06 -0.09 0.118
```
Forces are in eV/Å.

(6)
DFT (ωB97M-V with the def2-TZVPD basis set) results for a cluster of 2 separate species, C6H8N2O in total at a distorted geometry.

Results
ΔE to the lowest compared entry with this formula, charge and spin (kcal per mole): 110.5

```
17
Properties=species:S:1:pos:R:3:forces:R:3:nbo_charge:R:1
C 0.287 1.789 0.570 -1.26 -0.90 -1.33 -0.339
C 0.404 1.428 -0.729 0.41 1.23 2.62 -0.025
C 3.115 -0.101 0.764 0.05 2.70 -0.76 0.717
C -0.283 0.576 1.249 0.31 1.60 0.99 -0.299
C 2.867 -1.309 0.360 -0.17 1.35 0.41 -0.779
C -0.824 -1.499 0.184 -0.23 -5.49 2.12 -0.208
N 0.019 0.172 -1.016 0.68 -0.49 -1.48 -0.377
N -0.302 -0.367 0.119 -0.77 2.49 0.35 -0.066
O 3.292 1.044 0.927 0.10 -1.25 0.45 -0.463
H 0.524 2.676 1.084 0.43 0.78 0.25 0.226
H 0.972 1.972 -1.393 0.61 1.13 -1.86 0.205
H 0.548 0.355 1.952 -1.08 -0.75 0.17 0.245
H -1.324 0.745 1.693 1.66 -0.70 -0.44 0.247
H 3.465 -2.008 0.805 1.11 -2.25 0.65 0.251
H 1.960 -1.411 -0.155 -0.90 -0.61 -0.76 0.269
H -0.803 -2.021 1.193 -0.53 0.94 -1.35 0.190
H -0.726 -2.132 -0.691 -0.43 0.22 -0.02 0.206
```
Forces are in eV/Å.

(7)
DFT (ωB97M-V with the def2-TZVPD basis set) results for a structure of composition C3H10N2 at a distorted geometry.

Results
ΔE to the lowest compared entry with this formula, charge and spin (kcal per mole): 83.9
Net charge: +1
2S+1: 2

```
15
Properties=species:S:1:pos:R:3:forces:R:3:mulliken_spin:R:1
C -2.213 -0.697 -0.441 -1.99 0.88 -0.35 0.014
C -2.396 0.197 0.585 -2.31 -0.18 -0.38 0.014
N 0.628 0.524 0.146 -1.00 -0.33 0.07 0.890
C 1.767 0.149 -0.606 0.83 -0.26 -0.79 -0.048
N 3.065 0.439 -0.014 -0.46 -0.23 0.48 0.106
H -2.162 -0.249 -1.430 1.40 -0.44 -0.09 0.000
H -2.512 -1.729 -0.316 0.32 -0.16 0.06 0.001
H -1.299 -0.456 0.492 0.76 0.36 -0.11 -0.012
H -3.049 -0.128 1.391 0.95 -0.22 0.73 0.000
H -2.335 1.267 0.426 0.73 -0.09 -0.01 0.000
H 0.646 0.101 1.082 0.80 0.15 0.05 -0.031
H 1.749 0.597 -1.599 -0.31 0.41 0.06 0.009
H 1.739 -0.927 -0.842 -0.12 -0.12 0.25 0.068
H 3.385 -0.344 0.545 0.13 0.16 0.08 -0.002
H 2.986 1.256 0.582 0.27 0.05 -0.07 -0.008
```
Forces are in eV/Å.

(8)
DFT (ωB97M-V with the def2-TZVPD basis set) results for a cluster of 2 separate species, C3H6N4 in total at a distorted geometry.

Results
ΔE to the lowest compared entry with this formula, charge and spin (kcal per mole): 118.3

```
13
Properties=species:S:1:pos:R:3:forces:R:3:nbo_charge:R:1
C -1.481 -0.015 0.748 4.48 -2.09 -3.99 -0.174
C 0.711 0.018 0.660 0.18 -1.51 0.78 0.183
C -1.784 0.186 -0.751 -1.12 2.19 2.27 -0.654
N 0.908 0.131 -0.652 -1.54 1.08 0.14 -0.351
N 2.140 0.112 -0.930 2.63 -0.78 -0.43 -0.069
N 2.770 -0.146 0.215 0.81 -0.14 -0.15 -0.167
N 2.006 -0.259 1.263 -3.69 0.89 -0.66 -0.289
H -1.594 -1.068 0.978 -0.29 0.46 0.95 0.218
H -1.603 0.799 1.329 -0.75 2.01 2.44 0.194
H -2.898 0.132 -0.721 0.25 0.67 -0.21 0.219
H -1.576 -0.725 -1.198 1.14 -1.22 -1.59 0.223
H -1.396 1.169 -1.209 -0.66 -2.00 0.64 0.251
H 3.796 -0.334 0.268 -1.46 0.44 -0.19 0.416
```
Forces are in eV/Å.

Short version: DFT total energy = -969.05270; -4113.30155; -1987.09456; -249.62515; -285.38986; -418.00726; -229.35963; -336.76066 hartree, in the order given.